# C18H27NO5

A molecular structure, C18H27NO5 (ωB97M-V/def2-TZVPD, the OMol25 dataset).

XYZ file:
```
51
Properties=species:S:1:pos:R:3:forces:R:3
C 3.35196 2.55675 -3.14596 1.5 -1.9 -3.9
C 3.32168 0.99461 -3.27582 -1.1 1.5 -4.0
C 2.01037 0.22917 -2.95783 0.4 3.5 -4.4
C 2.12999 -1.21313 -3.19776 -0.5 -0.8 -2.7
C 0.71581 -1.88684 -2.96472 9.6 -3.3 7.0
H 1.00907 -2.89380 -2.98768 -1.1 -1.8 -1.5
H 0.14996 -1.32771 -3.45751 -5.9 3.6 -4.1
O 0.50457 -1.71498 -1.51613 -2.1 1.7 -0.1
C 1.12982 -2.43500 -0.57545 -9.7 10.9 4.8
O 1.84268 -3.21639 -0.73715 11.7 -13.2 -3.9
C 0.89951 -2.04221 0.97132 -1.4 12.5 -13.2
C -0.24890 -0.98520 0.97097 -4.2 4.2 1.5
C -1.65161 -1.07213 1.81577 5.4 -2.8 0.2
O -2.17627 -2.12371 2.01210 -2.9 -2.6 -1.1
N -1.67165 -0.15765 2.73079 2.8 8.0 2.5
C -2.61558 0.18259 3.70289 -5.0 -3.0 -0.2
H -3.24159 -0.76194 3.76890 0.9 0.6 0.9
C -3.71958 1.15959 3.16949 -7.1 -13.0 0.9
C -4.29629 0.58645 1.88183 2.0 1.3 -2.9
O -3.15743 1.16408 0.90788 -3.9 -2.9 -1.4
C -3.51934 0.56500 -0.52587 9.2 3.5 3.6
H -3.27904 -0.42975 -0.42141 -0.3 -2.4 -0.3
H -4.39247 0.93499 -0.73770 -4.8 1.5 -1.7
H -2.55600 1.10581 -1.01718 -2.7 -1.4 0.1
H -4.43031 -0.67903 1.68757 0.6 3.9 1.0
H -5.24888 1.17852 1.62098 1.3 -1.3 0.1
H -4.70850 1.19219 3.76744 1.9 -0.2 0.3
H -3.31766 1.94174 3.25626 4.9 12.1 -0.5
H -2.24693 0.50278 4.66411 0.6 -0.1 0.1
C -0.63212 1.05403 2.66107 3.0 -10.7 1.1
C 0.46080 0.15886 1.86990 -4.4 3.7 -3.6
C 1.34932 0.82076 0.74529 0.2 3.9 2.9
C 2.35237 -0.03255 0.72113 2.2 2.1 -4.3
H 3.14324 0.04748 -0.08322 -0.6 -0.5 1.5
C 1.96482 -1.12405 1.52330 4.1 -7.0 3.8
H 2.84350 -1.93299 2.08753 -2.1 2.8 -2.0
O 1.21334 -0.63398 2.57959 3.2 0.1 3.9
H 1.39860 2.01760 0.49544 -0.6 -3.5 0.0
H -0.20515 1.29271 3.61352 -0.3 0.0 0.7
H -0.85896 1.78593 2.10698 -2.4 5.6 -4.0
H -0.70900 -0.31709 0.16312 1.5 -1.9 -0.4
H 0.77618 -2.69292 1.53756 -2.2 -11.0 8.5
H 2.51396 -1.47154 -4.30120 -1.1 0.9 2.0
H 2.97689 -1.47269 -2.64719 0.9 -1.8 1.6
H 1.42749 0.56047 -3.89153 -0.4 0.2 1.7
H 1.60345 0.61534 -2.03968 -0.5 -0.4 0.4
H 3.68593 0.84627 -4.36847 -0.7 -0.6 1.8
H 4.04511 0.73130 -2.65177 3.4 -1.9 2.6
H 3.01117 2.61897 -2.18891 -0.6 1.7 2.8
H 4.45866 2.93847 -3.44971 -2.9 -0.7 1.1
H 2.59301 2.83481 -3.89288 0.4 0.9 0.5
```
Positions in Å, forces in eV/Å.

As for the frontier orbital gap: 9.461 eV. As for the max |F|: 18.22 eV Å⁻¹. Its net charge is 0.

Atomic partial charges in e from the natural (NBO) method, atoms 1 to 6: atom 1 (C): -0.5965, atom 2 (C): -0.3624, atom 3 (C): -0.4312, atom 4 (C): -0.4022, atom 5 (C): -0.0637, atom 6 (H): 0.2203